C5H7N2O2S | ωB97M-V with the def2-TZVPD basis set

Each line ends with the Mulliken charge.
Positions of all 17 atoms, in Å:
C (0.83, -0.14, 2.07)  0.67
C (-1.45, -0.02, 2.30)  0.60
C (0.00, 1.24, -0.73)  -1.45
C (0.29, -0.93, -2.07)  -1.43
C (0.56, -0.16, -0.66)  0.46
N (-0.22, 0.19, 2.72)  -0.61
N (0.15, -0.91, 0.42)  -0.46
O (1.98, -0.12, 2.15)  -0.49
O (-2.49, 0.31, 2.80)  -0.61
S (-1.53, -1.00, 0.77)  -0.18
H (0.58, 1.96, -1.50)  0.29
H (-0.97, 1.19, -0.97)  0.42
H (0.11, 1.65, 0.30)  0.38
H (0.97, -1.65, -2.32)  0.36
H (0.20, -0.30, -2.85)  0.43
H (-0.63, -1.42, -1.84)  0.32
H (1.63, 0.11, -0.57)  0.30

Computed properties:
relative energy (zero: lowest compared OMol25 entry of this formula, charge and spin): 49.26 kcal/mol
net charge: -1
energy: -852.92726 a.u.
HOMO level: -3.80 eV
strongest force on any atom: 0.0933 hartree/bohr
LUMO: 3.574 eV